(1)
C37H37Cl3O2P2Sn | ωB97M-V/def2-TZVPD

largest force on an atom: 4.191 eV Å⁻¹
HOMO: -6.924 eV
Kohn-Sham gap: 6.2 eV

Geometry as XYZ:
```
82
Properties=species:S:1:pos:R:3:lowdin_charge:R:1
Sn -1.6310 -1.2466 0.2047 1.202
C -3.2659 -4.3758 -2.2755 -0.085
C -2.5957 -3.8286 -3.2958 -0.135
C -3.2212 -3.4890 -4.6131 -0.184
C -4.6562 -2.9205 -4.5657 -0.182
C -4.9602 -1.9927 -3.4169 -0.117
C -5.3647 -2.3844 -2.2050 -0.107
C -5.7083 -3.8040 -1.8571 -0.176
C -4.6885 -4.8355 -2.3690 -0.186
C -0.4909 0.6640 0.1421 -0.310
H -2.7964 -4.6567 -1.3361 0.085
H -1.5004 -3.8043 -3.3053 0.067
H -3.2353 -4.4021 -5.2387 0.126
H -2.5840 -2.7692 -5.1434 0.088
H -4.7909 -2.3423 -5.5019 0.115
H -5.3769 -3.7512 -4.5858 0.100
H -4.9564 -0.9312 -3.7074 0.096
H -5.6687 -1.6664 -1.4582 0.052
H -6.6981 -4.0704 -2.2836 0.124
H -5.7751 -3.8897 -0.7599 0.109
H -4.8009 -5.7449 -1.7581 0.117
H -4.9119 -5.1007 -3.4099 0.096
H -0.3452 1.0156 1.1678 -0.001
H -0.9629 1.4470 -0.4664 -0.042
H 0.4939 0.4025 -0.2655 -0.025
P -0.3054 -1.8936 -2.0788 1.006
P -3.2778 0.6107 -1.3127 0.961
C -1.5721 -1.0769 -3.0585 -0.314
C -2.5852 -0.1600 -2.7706 -0.346
C 1.1218 -2.0991 -3.1729 -0.353
C 0.9377 -2.4930 -4.5091 -0.097
C 2.0418 -2.6191 -5.3494 -0.082
C 3.3307 -2.3233 -4.8925 -0.072
C 3.5139 -2.0002 -3.5411 -0.065
C 2.4311 -1.9178 -2.6816 -0.064
C -0.4155 -3.5516 -1.1820 -0.364
C -1.2655 -3.7491 -0.0352 -0.317
C -1.0614 -4.8437 0.8215 -0.071
C -0.1681 -5.8468 0.4622 -0.085
C 0.5816 -5.7352 -0.7141 -0.092
C 0.4612 -4.5958 -1.5131 -0.098
C -3.1298 2.3766 -1.5926 -0.362
C -2.0867 2.8533 -2.4263 -0.106
C -2.0432 4.1895 -2.7982 -0.085
C -3.0248 5.0782 -2.3438 -0.090
C -4.0436 4.6283 -1.4958 -0.090
C -4.0970 3.2914 -1.1082 -0.084
C -4.3447 0.3671 0.1658 -0.402
C -3.7722 0.4131 1.4794 -0.168
C -4.4877 -0.0614 2.5861 -0.079
C -5.7900 -0.5350 2.4269 -0.074
C -6.3939 -0.5049 1.1608 -0.075
C -5.7212 0.0519 0.0692 -0.121
H -1.4043 -1.2306 -4.1412 0.061
H -3.0401 0.2976 -3.6748 0.082
H -0.0588 -2.7151 -4.8772 0.088
H 1.8930 -2.9639 -6.3724 0.104
H 4.1801 -2.3642 -5.5748 0.105
H 4.5138 -1.8201 -3.1595 0.109
H 2.5727 -1.7175 -1.6189 0.085
H -2.2901 -3.2993 0.0732 -0.002
H -1.6701 -4.9315 1.7304 0.121
H -0.0753 -6.7362 1.0850 0.108
H 1.2597 -6.5370 -1.0258 0.112
H 1.0538 -4.5145 -2.4187 0.105
H -1.3489 2.1446 -2.8235 0.104
H -1.2515 4.5337 -3.4592 0.104
H -2.9981 6.1234 -2.6502 0.101
H -4.8149 5.3162 -1.1530 0.103
H -4.9030 2.9225 -0.4653 0.099
H -2.7643 0.8143 1.6245 0.085
H -4.0202 -0.0549 3.5758 0.115
H -6.3498 -0.8910 3.2921 0.107
H -7.4038 -0.9001 1.0317 0.109
H -6.2370 0.2269 -0.8795 0.110
Cl 4.0768 -1.4251 2.1455 0.582
C 2.5738 -2.3674 2.0015 -1.467
Cl 2.9026 -3.8466 1.0342 0.600
Cl 1.9736 -2.7836 3.6196 0.582
C 1.4818 -1.5541 1.1382 -0.758
O 1.9520 -0.8987 0.1937 -0.083
O 0.2724 -1.7014 1.5269 -0.208
```

=====

(2)
C13H19BMnN7OSe3Te | ωB97M-V/def2-TZVPD

2S+1: 5
largest force on an atom: 1.383 eV Å⁻¹
HOMO (alpha / beta): -7.100 / -6.748 eV
expectation value of S²: 6.039
Kohn-Sham gap (alpha / beta): 6.9 / 5.1 eV

Geometry as XYZ:
```
46
Properties=species:S:1:pos:R:3:lowdin_charge:R:1
Mn -0.1427 0.1154 0.1385 0.077
C 2.9795 -0.6732 2.8815 -0.055
C 1.7000 -0.2129 2.5723 -0.176
N 1.4584 -0.3647 1.2729 -0.037
N 2.5564 -0.9160 0.7300 -0.006
C 3.4835 -1.1209 1.6748 -0.065
B 2.5721 -1.2493 -0.7752 -0.497
N 1.3252 -2.1104 -1.0623 -0.013
C 1.2776 -3.3091 -1.6587 -0.069
C -0.0426 -3.7068 -1.7350 -0.050
C -0.7526 -2.6581 -1.1505 -0.182
N 0.0808 -1.7047 -0.7393 -0.058
N 2.4401 0.0747 -1.5643 -0.028
C 3.3619 0.6868 -2.3277 -0.083
C 2.8073 1.8493 -2.8220 -0.066
C 1.5104 1.8617 -2.2926 -0.140
N 1.3022 0.7901 -1.5388 0.024
H 3.4505 -0.7041 3.8485 0.095
H 0.9480 0.2035 3.2218 0.103
H 4.4345 -1.5649 1.4311 0.122
H 3.5718 -1.8190 -1.0890 0.119
H 2.1790 -3.7965 -1.9916 0.121
H -0.4344 -4.6182 -2.1509 0.095
H -1.8166 -2.5457 -1.0292 0.072
H 4.3393 0.2582 -2.4777 0.117
H 3.2642 2.5707 -3.4774 0.087
H 0.7211 2.5814 -2.4423 0.101
Se -2.3966 0.4461 -0.4055 0.171
Se -1.9678 0.1837 1.8761 -0.031
Te -2.2593 -2.2961 2.2799 0.357
Se -0.1621 -3.4479 2.5457 -0.085
C 0.7905 5.6484 0.4261 -0.043
N 0.1905 4.3309 0.2644 -0.130
C -1.0176 4.2634 -0.5458 -0.030
C 0.6477 3.2340 0.8876 -0.462
C 1.8646 3.3472 1.7641 0.034
O 0.1055 2.1373 0.7337 -0.142
H 0.3234 6.3239 -0.2850 0.088
H 1.8599 5.6299 0.2185 0.094
H 0.6277 6.0447 1.4308 0.095
H -1.7932 4.8995 -0.1145 0.099
H -1.3811 3.2397 -0.5739 0.034
H -0.8090 4.5977 -1.5639 0.092
H 2.0222 4.3435 2.1688 0.070
H 2.7424 3.0530 1.1847 0.105
H 1.7634 2.6353 2.5791 0.079
```

=====

(3)
C17H18N2O4S | ωB97M-V/def2-TZVPD

SMILES string: COc1ccc(OC)c(C2=NO[C@H](C(=O)NCc3cccs3)C2)c1
largest force on an atom: 1.105 eV Å⁻¹
HOMO: -7.984 eV
Kohn-Sham gap: 8.6 eV

Geometry as XYZ:
```
42
Properties=species:S:1:pos:R:3:lowdin_charge:R:1
C -2.9872 -3.6609 -1.4696 -0.087
O -3.7848 -3.0041 -0.5134 -0.086
C -3.4535 -1.7287 -0.1677 -0.272
C -4.2727 -1.1147 0.7803 0.010
C -4.0227 0.1760 1.1954 -0.010
C -2.9486 0.9018 0.6857 -0.212
O -2.6640 2.1841 1.0482 -0.105
C -3.4705 2.8152 2.0132 -0.074
C -2.1140 0.2902 -0.2664 -0.080
C -0.9671 0.9582 -0.8495 -0.205
N -0.3158 0.4306 -1.8147 0.126
O 0.7344 1.2254 -2.1997 -0.100
C 0.8706 2.3245 -1.2848 -0.183
C 2.1155 2.1463 -0.3996 -0.464
O 2.2786 2.8001 0.6087 0.071
N 2.9760 1.2226 -0.8594 0.061
C 4.0941 0.7492 -0.0789 -0.178
C 3.8853 -0.6597 0.3746 -0.506
C 4.7997 -1.6579 0.5038 -0.140
C 4.2345 -2.8658 0.9730 -0.194
C 2.8991 -2.7664 1.1842 -0.419
S 2.2983 -1.1955 0.8262 1.040
C -0.4026 2.2935 -0.4313 -0.029
C -2.3818 -1.0182 -0.6794 0.044
H -3.4295 -4.6483 -1.5923 0.092
H -2.9975 -3.1357 -2.4296 0.097
H -1.9535 -3.7655 -1.1257 0.096
H -5.1061 -1.6684 1.1818 0.121
H -4.6800 0.6168 1.9273 0.104
H -4.5063 2.9131 1.6726 0.097
H -3.4482 2.2825 2.9690 0.098
H -3.0405 3.8069 2.1458 0.097
H 0.9846 3.2408 -1.8714 0.161
H 2.6901 0.6833 -1.6662 0.142
H 5.0188 0.8150 -0.6627 0.130
H 4.1705 1.4261 0.7812 0.128
H 5.8433 -1.5373 0.2740 0.109
H 4.8010 -3.7648 1.1375 0.099
H 2.2197 -3.5197 1.5299 0.058
H -0.1710 2.3380 0.6321 0.127
H -1.0998 3.0976 -0.6659 0.130
H -1.7125 -1.4373 -1.4112 0.105
```

=====

(4)
C44H63N4O11 | ωB97M-V/def2-TZVPD

charge: +1
largest force on an atom: 0.716 eV Å⁻¹
HOMO: -11.125 eV
Kohn-Sham gap: 7.7 eV

Geometry as XYZ:
```
122
Properties=species:S:1:pos:R:3:lowdin_charge:R:1
C 3.2758 3.6053 -4.1823 -0.097
C 2.5906 2.3880 -3.5657 -0.254
C 2.1064 1.3895 -4.6269 -0.160
C 1.9277 -0.0765 -4.1938 -0.301
C 3.1787 -0.6572 -3.5414 -0.038
C 0.6356 -0.3139 -3.3915 -0.171
C 0.5694 0.2872 -2.0551 0.090
N 0.1778 -0.5165 -1.1358 0.074
C -0.0253 -0.0459 0.2355 0.022
C -1.2745 0.7713 0.4539 -0.416
O -1.8289 0.7917 1.5010 0.198
O -1.6203 1.5807 -0.6029 0.091
C -2.7551 1.2356 -1.3189 -0.468
C -2.9800 2.1750 -2.4459 0.044
O -3.4119 0.2799 -1.0288 0.158
C 0.0022 -1.9404 -1.5832 -0.286
C 1.2044 -2.7098 -0.9998 -0.150
C 1.1748 -4.2068 -1.3118 -0.051
C -1.3806 -2.5235 -1.2732 -0.089
C -1.9353 -2.5390 0.1590 -0.166
C -1.1307 -3.2178 1.2659 -0.211
C -1.9276 -3.1906 2.5767 -0.197
C -1.3078 -3.9795 3.7334 -0.191
C 0.2020 -3.8213 3.8813 -0.178
C 0.6169 -2.4212 4.3142 -0.242
O 0.4224 -2.2243 5.6991 -0.186
C 1.6058 -2.2227 6.4666 -0.100
C 0.2220 -1.7789 -3.1325 -0.141
C -0.9013 -2.1838 -4.0701 -0.181
O -1.9430 -1.2310 -4.0539 -0.172
C -3.0553 -1.6658 -4.8331 -0.247
C -4.0456 -0.5316 -5.0030 -0.059
H 4.2841 3.3540 -4.5058 0.067
H 3.3631 4.4000 -3.4428 0.076
H 2.7063 3.9934 -5.0252 0.081
H 3.2662 1.9347 -2.8420 0.102
H 1.7277 2.7643 -3.0080 0.092
H 1.1498 1.7617 -5.0023 0.122
H 2.8041 1.3781 -5.4576 0.089
H 1.7818 -0.6274 -5.1274 0.151
H 4.0273 -0.4989 -4.2038 0.078
H 3.3973 -0.2046 -2.5746 0.081
H 3.0840 -1.7322 -3.3962 0.074
H -0.1543 0.2071 -3.9519 0.161
H 0.7732 1.3190 -1.8000 0.155
H -0.0487 -0.8727 0.9321 0.117
H 0.8168 0.5892 0.5172 0.167
H -2.1884 2.0674 -3.1863 0.092
H -2.9864 3.2029 -2.0892 0.104
H -3.9326 1.9385 -2.9052 0.094
H 1.2881 -2.5507 0.0736 0.104
H 2.1083 -2.2900 -1.4405 0.104
H 0.6727 -4.7787 -0.5372 0.071
H 0.6576 -4.4128 -2.2495 0.080
H 2.1855 -4.5914 -1.4182 0.086
H -1.3933 -3.5376 -1.6636 0.125
H -2.0882 -1.9484 -1.8718 0.110
H -2.2029 -1.5381 0.4858 0.084
H -2.8846 -3.0733 0.0995 0.129
H -0.8982 -4.2516 1.0058 0.120
H -0.2043 -2.6844 1.4687 0.070
H -1.9938 -2.1391 2.8780 0.109
H -2.9544 -3.5061 2.3937 0.116
H -1.7624 -3.6255 4.6604 0.117
H -1.5688 -5.0347 3.6414 0.113
H 0.5399 -4.5114 4.6559 0.120
H 0.7371 -4.0971 2.9711 0.102
H 0.0307 -1.6536 3.7973 0.113
H 1.6660 -2.2510 4.0499 0.116
H 1.9913 -3.2333 6.6305 0.091
H 2.3848 -1.6065 6.0122 0.089
H 1.3741 -1.7922 7.4379 0.073
H 1.0576 -2.3977 -3.4601 0.141
H -1.2803 -3.1764 -3.8094 0.130
H -0.4846 -2.2607 -5.0819 0.143
H -2.6967 -1.9974 -5.8105 0.124
H -3.5405 -2.5024 -4.3237 0.127
H -3.5256 0.4190 -5.1065 0.072
H -4.7393 -0.4713 -4.1664 0.077
H -4.6364 -0.6783 -5.9051 0.081
C 7.3097 3.9462 -8.4970 -0.059
C 7.9554 2.7520 -8.7884 -0.054
C 7.4323 1.5504 -8.3399 0.004
C 6.2633 1.5732 -7.6023 -0.145
C 5.6034 2.7499 -7.3016 -0.008
C 6.1363 3.9450 -7.7539 -0.058
N 5.7006 0.2986 -7.1346 -0.338
O 6.2893 -0.7179 -7.4176 0.102
O 4.6660 0.3281 -6.4857 0.041
H 7.7207 4.8812 -8.8529 0.112
H 8.8679 2.7549 -9.3674 0.113
H 7.9252 0.6155 -8.5588 0.123
H 4.6885 2.7347 -6.7305 0.094
H 5.6340 4.8756 -7.5293 0.110
C -5.9140 2.2228 2.5282 -0.068
C -4.5501 2.0516 2.7316 -0.066
C -3.9237 2.6809 3.7939 -0.003
C -4.6795 3.4717 4.6374 -0.147
C -6.0356 3.6609 4.4517 0.000
C -6.6537 3.0288 3.3841 -0.062
N -4.0157 4.1264 5.7792 -0.355
O -2.8208 3.9528 5.9068 0.072
O -4.7028 4.7926 6.5218 0.087
H -6.4025 1.7239 1.7014 0.106
H -3.9705 1.4245 2.0719 0.077
H -2.8653 2.5544 3.9654 0.116
H -6.5980 4.2869 5.1278 0.121
H -7.7144 3.1631 3.2246 0.109
C -2.7035 0.9325 9.4563 -0.066
C -2.0941 0.9706 10.7034 -0.061
C -0.7162 0.8746 10.8074 -0.001
C 0.0267 0.7436 9.6494 -0.147
C -0.5586 0.6982 8.3978 -0.004
C -1.9373 0.7935 8.3067 -0.062
N 1.4932 0.6556 9.7532 -0.352
O 1.9829 0.6683 10.8607 0.086
O 2.1261 0.5772 8.7184 0.061
H -3.7795 1.0133 9.3802 0.108
H -2.6919 1.0782 11.5974 0.109
H -0.2288 0.9036 11.7699 0.120
H 0.0486 0.5910 7.5117 0.114
H -2.4131 0.7628 7.3365 0.104
```

=====

(5)
C3H3ClN2O | ωB97M-V/def2-TZVPD

SMILES string: Oc1c[nH]nc1Cl
largest force on an atom: 0.925 eV Å⁻¹
HOMO: -8.949 eV
Kohn-Sham gap: 9.8 eV

Geometry as XYZ:
```
10
Properties=species:S:1:pos:R:3:lowdin_charge:R:1
O -0.5106 1.9796 -0.0010 0.055
C -0.1405 0.6806 0.0011 -0.356
C 1.1396 0.1799 -0.0034 -0.021
N 1.0094 -1.1727 -0.0026 -0.043
N -0.2476 -1.5952 0.0011 0.035
C -0.9519 -0.4628 -0.0074 -0.716
Cl -2.6715 -0.4553 -0.0003 0.688
H -1.4735 2.0311 -0.0025 0.089
H 2.1111 0.6598 0.0102 0.128
H 1.7355 -1.8451 0.0047 0.142
```

=====

(6)
C15H45N9O6 | ωB97M-V/def2-TZVPD

SMILES string: COC[C@H](C)N.COC[C@H](C)N.COC[C@H](C)N.NC(N)=O.NC(N)=O.NC(N)=O
largest force on an atom: 6.057 eV Å⁻¹
HOMO: -8.502 eV
Kohn-Sham gap: 8.5 eV

Geometry as XYZ:
```
75
Properties=species:S:1:pos:R:3:lowdin_charge:R:1
C -0.5370 1.3683 -5.4776 -0.096
O 0.6498 0.8155 -4.8151 -0.195
C 0.4979 0.5580 -3.3840 -0.148
C 0.2701 1.9542 -2.6942 -0.471
C 1.4075 2.9731 -2.5905 -0.054
N -0.1806 1.7359 -1.3872 0.013
H -0.6408 2.4504 -5.3980 0.074
H -1.4593 0.8877 -5.1511 0.084
H -0.4958 1.2667 -6.5621 0.078
H -0.2299 -0.1581 -3.0024 0.109
H 1.4513 0.1327 -3.0707 0.122
H -0.5612 2.4456 -3.1998 0.118
H 1.1370 3.9884 -2.3006 0.074
H 1.9775 3.0062 -3.5190 0.073
H 2.0212 2.6513 -1.7491 0.073
H -1.1775 1.6056 -1.4836 0.070
H 0.0140 0.8513 -0.9403 0.074
C -1.9430 4.9749 7.9131 -0.118
O -0.8570 4.1153 7.5893 -0.186
C -0.9642 3.7572 6.2255 -0.180
C 0.2994 2.8170 5.9819 -0.396
C 0.9334 2.9113 4.6489 -0.123
N -0.0976 1.4002 5.9724 0.019
H -2.0480 5.0496 8.9955 0.088
H -2.9042 4.5429 7.6344 0.078
H -1.8559 5.9242 7.3848 0.085
H -1.9084 3.2650 5.9924 0.119
H -0.8749 4.6639 5.6272 0.115
H 1.1482 3.1531 6.5775 0.140
H 1.0568 3.9384 4.3056 0.072
H 0.1964 2.5117 3.9522 0.078
H 1.9186 2.4759 4.4822 0.084
H -0.7875 1.2381 5.2527 0.063
H 0.7302 0.8648 5.7529 0.061
C -3.2940 -8.6773 -4.8887 -0.109
O -3.1292 -7.3874 -4.3334 -0.190
C -2.3342 -6.5876 -5.1792 -0.211
C -2.0763 -5.2103 -4.5219 -0.454
C -3.3606 -4.5946 -4.1320 -0.082
N -1.5211 -4.3761 -5.5566 0.020
H -3.8461 -9.4164 -4.3082 0.088
H -2.2978 -9.1070 -4.9937 0.081
H -3.7171 -8.5937 -5.8898 0.086
H -1.3381 -7.0283 -5.2190 0.122
H -2.8045 -6.4572 -6.1538 0.130
H -1.4380 -5.3343 -3.6471 0.138
H -4.2423 -4.8590 -4.7156 0.087
H -3.2804 -3.5092 -4.0716 0.076
H -3.6114 -5.0371 -3.1679 0.079
H -1.1792 -3.4512 -5.3381 0.069
H -0.5727 -4.5538 -5.8549 0.072
N -3.4395 -1.4818 0.6182 0.138
C -3.6690 -0.5808 1.6286 -0.700
N -4.5381 0.3809 1.4126 0.160
O -3.1574 -0.7514 2.7618 -0.024
H -3.9151 -1.5486 -0.2702 0.095
H -2.9775 -2.2888 1.0126 0.103
H -4.8453 1.0367 2.1166 0.125
H -4.9087 0.3374 0.4741 0.103
N 6.9493 5.6919 1.9532 0.163
C 6.5396 4.4911 1.7741 -0.882
N 6.6755 4.0812 0.5611 0.168
O 6.2538 3.8092 2.6857 0.077
H 7.2016 6.2141 1.1263 0.108
H 6.9354 6.0417 2.9006 0.127
H 7.1293 4.6201 -0.1626 0.112
H 6.1584 3.2254 0.4191 0.126
N 2.4088 -1.2025 2.0101 0.175
C 3.5273 -1.6412 1.6106 -0.852
N 3.5500 -2.8693 1.1297 0.163
O 4.4017 -0.8593 1.3880 0.052
H 2.6072 -0.2326 2.2103 0.128
H 1.6674 -1.7407 2.4354 0.120
H 4.4815 -3.2553 1.0713 0.115
H 2.8206 -3.4336 1.5415 0.099
```

=====

(7)
C3H5FN2 | ωB97M-V/def2-TZVPD

SMILES string: [H]/N=C/N/C=C/F
largest force on an atom: 4.432 eV Å⁻¹
HOMO: -8.458 eV
Kohn-Sham gap: 9.2 eV

Geometry as XYZ:
```
11
Properties=species:S:1:pos:R:3:lowdin_charge:R:1
H -1.2979 -2.4828 0.3675 0.018
N -1.0690 -1.5075 0.2381 0.048
C -0.3100 -1.6171 -0.8708 -0.240
N 0.3420 -0.4653 -1.2284 -0.040
C 0.5078 0.7326 -0.5239 -0.094
C 0.0547 0.9092 0.7421 -0.120
F 0.3997 1.9704 1.5375 -0.019
H -0.0238 -2.6915 -1.2402 0.151
H 0.5598 -0.4132 -2.1834 0.103
H 1.2091 1.3930 -1.1449 0.144
H -0.4704 0.1226 1.2107 0.050
```

=====

(8)
C4H14N2O | ωB97M-V/def2-TZVPD

SMILES string: CNCCCN.O
largest force on an atom: 1.975 eV Å⁻¹
HOMO: -8.251 eV
Kohn-Sham gap: 9.3 eV

Geometry as XYZ:
```
21
Properties=species:S:1:pos:R:3:lowdin_charge:R:1
C 0.8897 2.0681 -0.1232 -0.143
N -0.4177 1.4879 -0.2404 -0.144
C -1.1406 1.0038 0.8986 -0.245
C -1.7923 -0.4005 0.7029 -0.170
C -0.9111 -1.2714 -0.2420 -0.276
N 0.4333 -1.4686 0.3063 -0.008
H 1.6339 1.4178 0.3478 0.071
H 0.9359 3.1049 0.2345 0.069
H 1.3309 2.1108 -1.1320 0.082
H -0.8564 1.7942 -1.0775 0.108
H -0.5426 1.0062 1.8085 0.108
H -1.9166 1.7532 1.1303 0.106
H -1.7797 -1.0139 1.6085 0.099
H -2.8062 -0.3390 0.3114 0.096
H -1.4352 -2.2167 -0.3750 0.105
H -0.7658 -0.7678 -1.1949 0.092
H 0.5740 -2.3690 0.7528 0.076
H 0.6778 -0.7841 1.0030 0.051
O 2.5779 -1.4690 -1.7863 -0.079
H 3.0277 -2.2441 -2.0702 0.004
H 2.2831 -1.4028 -0.8629 -0.001
```

=====

no.,E (Eh)
1,-3859.9022
2,-9613.6131
3,-1467.2062
4,-2760.5708
5,-761.0415
6,-1542.6337
7,-326.6165
8,-345.5084